No. 1
Below is an isolated molecule of C9H11N, with properties calculated with ωB97M-V/def2-TZVPD.

Output
E_LUMO (alpha / beta) (eV): 0.02 / 0.02
Orbital gap (alpha / beta) (eV): 6.373 / 6.407
Relative energy (zero: lowest compared OMol25 entry of this formula, charge and spin) (kJ/mol): 646.7
HOMO energy (alpha / beta) (Eh): -0.2334 / -0.2346

```
21
Properties=species:S:1:pos:R:3:forces:R:3
C -1.23284 -0.03269 1.28378 0.88 0.53 0.66
C -2.06695 -0.84241 0.58664 -2.09 -1.58 -2.06
C 0.11109 0.05374 0.96832 -0.74 -1.25 -1.29
C 2.17843 -0.16272 -3.04455 0.32 -0.30 -0.37
C 2.35156 0.47212 -1.65122 -2.25 -2.13 -2.23
C 2.35017 -1.07215 -1.86962 -1.02 0.90 -0.07
C 1.47453 -0.37528 -0.93166 0.43 -1.20 -1.07
C -3.49320 -1.25270 0.95773 0.09 3.42 -1.78
C 0.97659 0.89513 1.81012 -0.58 0.47 1.22
N 0.66328 -0.72469 -0.06192 -1.13 0.82 2.52
H -1.42013 0.54368 2.17154 -0.73 0.39 0.77
H 1.14687 -0.09350 -3.50220 1.50 -0.07 0.29
H 3.10507 -0.16805 -3.73251 -1.78 0.38 1.03
H 3.00482 1.17276 -1.40284 2.86 2.76 1.19
H 3.01831 -1.87022 -1.67886 0.72 -0.39 0.09
H -4.36926 -1.04723 0.23281 1.89 0.17 0.16
H -3.92699 -0.85079 1.83099 -0.25 0.14 1.83
H -3.47347 -2.26784 0.87039 0.00 -3.06 0.48
H 1.64865 1.31257 1.12923 1.43 1.13 -0.94
H 1.60532 0.27457 2.48353 -0.62 0.49 -0.02
H 0.37817 1.74503 2.30693 1.05 -1.64 -0.43
```
Forces are in eV/Å.

---

No. 2
Below is an isolated molecule of C4H3N, with properties calculated with ωB97M-V/def2-TZVPD.

Output
E_LUMO (eV): 0.47
Orbital gap (eV): 9.303
Relative energy (zero: lowest compared OMol25 entry of this formula, charge and spin) (kJ/mol): 362.5
HOMO energy (Eh): -0.3246

```
8
Properties=species:S:1:pos:R:3:forces:R:3
C 1.38603 0.44013 0.37511 0.35 -2.27 -0.21
C 0.45254 -0.26260 -0.66157 -1.20 1.36 -2.83
C 1.87316 -0.74157 0.08622 -0.51 1.36 0.58
C -0.82244 -0.27626 -0.23313 1.16 -1.02 0.96
N -1.85884 -0.50476 0.30868 -0.96 0.18 0.39
H 0.96034 1.16623 1.00345 0.46 1.02 0.57
H 0.46665 0.06704 -1.74437 0.34 -0.50 1.12
H -2.45745 0.11178 0.86560 0.37 -0.14 -0.59
```
Forces are in eV/Å.

---

No. 3
Below is C8H7CrN2O5S as an isolated structure, with properties calculated with ωB97M-V/def2-TZVPD.

Output
Net charge: +2
Spin multiplicity: 4
E_LUMO (alpha / beta) (eV): -10.44 / -10.86
Orbital gap (alpha / beta) (eV): 6.681 / 6.278
Relative energy (zero: lowest compared OMol25 entry of this formula, charge and spin) (kJ/mol): 178.4
HOMO energy (alpha / beta) (Eh): -0.6290 / -0.6300

```
24
Properties=species:S:1:pos:R:3:forces:R:3
O -5.78021 -4.01497 -0.42003 4.95 2.00 0.49
C -4.70561 -3.56912 -0.31267 -4.90 -1.93 -0.49
Cr -1.69096 0.41038 -0.01072 -0.45 -0.05 -0.38
O 0.24549 -1.90804 -0.18434 -5.17 1.94 0.62
C -0.79839 -1.28747 -0.08242 6.01 -0.82 -0.88
C -2.55034 3.47642 -0.17251 -1.46 1.91 -0.01
O -3.03014 4.50577 -0.17775 1.14 -2.15 0.00
C -2.36150 0.33413 1.77634 -1.48 -2.34 10.30
O -2.56326 0.01632 2.89799 0.90 2.18 -6.96
C -1.95025 0.32723 -1.90391 -0.17 -1.51 -9.31
O -2.03798 0.11675 -3.05422 0.29 1.33 6.31
H -1.92425 -1.48278 0.01684 -1.04 -1.45 0.18
S -0.08496 1.87297 0.05987 0.14 2.03 0.14
C 1.41157 1.08224 0.09759 2.93 -1.17 -0.05
N 2.13751 0.82207 1.20221 -1.65 0.00 -0.25
C 3.16258 -0.17741 0.92977 0.98 -0.54 0.08
C 3.10699 -0.32231 -0.60115 0.58 -0.66 -0.38
N 2.10581 0.68548 -0.98012 -1.16 -0.18 0.15
H 1.70612 0.86388 2.11968 0.16 0.27 -0.18
H 2.88618 -1.11096 1.44474 0.28 0.32 -0.19
H 4.17639 0.12742 1.24067 -0.64 0.07 0.15
H 2.72311 -1.31782 -0.89530 0.37 0.50 0.04
H 4.09783 -0.15519 -1.06763 -0.74 0.06 0.14
H 1.71827 0.70501 -1.92294 0.15 0.19 0.46
```
Forces are in eV/Å.

---

Per-record strongest force on any atom, eV/A: 4.15, 3.36, 10.67
Per-record calculated total energy, Ha: -404.00375, -208.76372, -2236.65657